Computed, not measured: a structure of composition C3H5MgO3 at a distorted geometry, with ωB97M-V/def2-TZVPD.

Atoms and positions in Å:
H: 1.727 0.833 1.852
O: -1.199 0.627 0.016
C: -0.988 -0.209 -0.902
C: 0.610 0.609 1.008
O: -1.780 -0.540 -1.818
O: 0.252 -0.684 -0.990
C: 0.980 -0.662 0.250
Mg: -3.324 0.358 -2.612
H: 0.049 0.396 1.925
H: 0.939 1.514 0.483
H: 0.697 -1.559 0.814
H: 2.039 -0.682 -0.027

Cartesian forces (eV/Å) of the 3 atoms listed first:
H -1.6 -1.1 -1.8
O -2.2 -1.5 -2.2
C 0.7 2.9 2.4

Values from the calculation:
E_HOMO (spin up / spin down) in eV: -7.81 / -8.01
Net charge: 0
Expectation value of S²: 0.7505
Spin multiplicity: 2
Molecular weight in u: 113.37

***

Computed, not measured: a structure of composition C3H5MgO3 at a distorted geometry, with ωB97M-V/def2-TZVPD.

Atoms and positions in Å:
H: -1.336 4.016 -0.049
O: 0.126 2.666 -0.375
C: -0.267 3.779 -0.008
H: 0.520 4.457 0.338
O: -0.852 1.648 -0.444
Mg: -0.169 0.231 -1.587
O: -0.220 -1.721 -0.906
C: -0.143 -2.464 0.178
C: 0.897 -3.144 0.656
H: -1.156 -2.479 0.645
H: 0.698 -4.008 1.285
H: 1.902 -2.980 0.268

Cartesian forces (eV/Å) of the 3 atoms listed first:
H 0.2 -0.1 0.4
O 0.7 -0.3 0.8
C -0.6 0.5 0.0

Values from the calculation:
E_HOMO (spin up / spin down) in eV: -18.67 / -19.26
Net charge: +2
Expectation value of S²: 0.7581
Spin multiplicity: 2
Molecular weight in u: 113.37

***

Computed, not measured: the ion C3H5N with charge -1 at a distorted geometry, with ωB97M-V/def2-TZVPD.

Atoms and positions in Å:
C: 0.005 -0.528 -0.036
C: 0.964 -1.477 0.215
C: -0.673 1.668 -0.270
N: 0.242 0.726 -0.520
H: -1.029 -0.702 0.286
H: 0.664 -2.497 0.428
H: 2.015 -1.224 0.233
H: -0.769 2.582 -0.847
H: -1.419 1.452 0.512

Cartesian forces (eV/Å) of the 3 atoms listed first:
C 0.7 1.3 0.1
C -0.3 -0.2 0.0
C -0.5 -0.3 0.6

Values from the calculation:
E_HOMO (spin up / spin down) in eV: -0.02 / -2.64
Net charge: -1
Expectation value of S²: 0.7662
Spin multiplicity: 2
Molecular weight in u: 55.08

***

Taking the records one at a time from the top gives energy above the lowest of the compared OMol25 structures with the same formula, charge and spin values of 173.5, 112.6, 9.3 kJ/mol.